Below is a molecular structure, C23H22BrLuN5O3Se2 at a distorted geometry, with properties calculated with ωB97M-V/def2-TZVPD.

```
57
C23H22BrLuN5O3Se2, DFT ωB97M-V/def2-TZVPD
Lu 0.042 0.025 0.014
Se -2.127 -1.147 -2.982
Se -3.020 0.858 -2.173
C -3.427 0.167 -0.427
C -4.774 0.000 -0.138
C -5.138 -0.503 1.093
C -4.133 -0.823 1.983
C -2.808 -0.629 1.631
N -2.444 -0.127 0.423
C -0.420 -0.367 -3.369
C -0.048 -0.215 -4.697
C 1.176 0.359 -4.987
C 1.983 0.767 -3.939
C 1.539 0.582 -2.643
N 0.356 0.021 -2.360
H -5.520 0.259 -0.875
H -6.180 -0.646 1.346
H -4.373 -1.226 2.959
H -2.007 -0.869 2.304
H -0.710 -0.539 -5.486
H 1.492 0.490 -6.013
H 2.946 1.223 -4.123
H 2.159 0.895 -1.826
C -1.238 0.553 4.128
C -0.172 0.118 3.146
O -0.428 -0.534 2.101
N 1.043 0.515 3.488
C 2.182 0.387 2.602
C 2.356 1.641 1.736
C 3.255 2.644 2.143
C 3.385 3.771 1.387
C 2.601 3.890 0.228
C 1.722 2.896 -0.121
N 1.579 1.735 0.634
H -2.106 -0.094 4.092
H -1.549 1.568 3.875
H -0.844 0.530 5.142
H 1.098 1.225 4.203
H 2.057 -0.492 1.993
H 3.073 0.239 3.214
H 3.842 2.518 3.046
H 4.075 4.554 1.673
H 2.673 4.769 -0.398
H 1.111 2.982 -0.998
O 5.806 -2.861 -0.106
C 4.802 -1.992 -0.093
C 4.954 -0.614 -0.113
C 3.816 0.169 -0.097
N 2.541 -0.311 -0.059
C 2.474 -1.616 -0.051
Br 0.516 -2.686 -0.016
C 3.501 -2.511 -0.065
H 6.681 -2.455 -0.128
H 5.927 -0.144 -0.145
H 3.876 1.252 -0.130
H 3.340 -3.578 -0.055
O -0.279 2.011 0.017
```

Computed properties:
calculated total energy	-272149.869	eV
energy relative to the best compared isomer or geometry (same formula, charge and spin)	52.8	kJ/mol
charge	+1
E_LUMO (alpha / beta)	-0.1274 / -0.1274	Eh

Atom charges from the natural (NBO) analysis, given in e for atoms 1 to 8: 1.60 0.22 0.29 0.05 -0.25 -0.14 -0.24 0.05


Below is a molecular structure, C22H33N5OS at a distorted geometry, with properties calculated with ωB97M-V/def2-TZVPD.

```
62
C22H33N5OS, DFT ωB97M-V/def2-TZVPD
C 1.559 1.325 -6.754
H 1.243 2.040 -5.862
H 1.985 1.764 -7.423
H 2.099 0.537 -6.381
C -0.018 0.794 -7.380
H 0.445 -0.012 -8.172
O -0.530 0.287 -6.473
C -0.262 -1.082 -5.733
C -1.369 -1.730 -4.973
C -0.868 -2.862 -4.164
N 0.214 -2.809 -3.136
C 1.404 -2.933 -3.380
N 2.114 -2.187 -2.386
C 2.034 -1.815 -1.043
C 0.802 -2.241 -0.336
C 0.765 -1.566 0.848
C 1.464 -0.385 1.369
N 1.329 0.135 2.505
C 0.225 -0.386 3.468
N 0.279 0.317 4.527
C -1.158 0.365 5.247
H -1.521 -0.524 5.041
C -1.735 1.615 4.970
N -0.784 2.822 5.202
C -1.806 3.878 5.297
C -2.206 4.600 3.985
H -1.462 4.855 3.107
H -2.640 5.428 4.119
H -2.840 3.951 3.434
H -0.861 4.915 5.633
H -2.464 3.941 6.017
C 0.126 2.733 4.418
H 0.896 3.611 4.751
C 0.934 1.571 4.739
H 1.883 1.430 4.151
H 1.335 1.319 5.980
H -0.109 2.713 3.398
H -2.482 1.850 5.539
H -2.071 1.616 3.864
H -0.668 0.320 6.293
C -0.483 -1.225 3.010
C -0.153 -2.053 1.673
C -1.294 -3.139 1.272
H -1.851 -2.807 0.351
H -0.779 -4.181 1.151
H -2.119 -3.236 2.272
H -1.398 -1.554 3.657
C 2.534 0.041 0.670
C 2.735 -0.836 -0.556
H 3.726 -0.489 -1.318
H 3.159 0.595 1.016
H 0.298 -3.095 -0.613
H 3.162 -2.370 -2.399
S 2.191 -3.378 -4.602
H -0.098 -1.821 -2.356
H -0.148 -3.611 -4.800
H -1.786 -3.373 -3.762
H -1.628 -0.934 -4.300
H -2.047 -1.991 -5.561
H 0.477 -1.560 -6.332
H 0.557 -0.705 -5.007
H -0.337 1.520 -7.770
```

Computed properties:
calculated total energy	-43657.797	eV
energy relative to the best compared isomer or geometry (same formula, charge and spin)	2514.4	kJ/mol
E_LUMO	-0.0344	Eh

Atom charges from the natural (NBO) analysis, given in e for atoms 1 to 8: -0.66 0.17 0.16 0.18 0.12 0.06 -0.53 -0.06


Below is a molecular structure, C24H28BN8RhTe at a distorted geometry, with properties calculated with ωB97M-V/def2-TZVPD.

```
63
C24H28BN8RhTe, DFT ωB97M-V/def2-TZVPD
Rh -1.726 -0.513 -0.840
C -1.254 -2.737 1.965
C -0.052 -2.250 1.252
C 1.296 -2.457 1.557
C 2.006 -1.860 0.530
N 1.133 -1.318 -0.338
N -0.118 -1.553 0.112
B 1.336 -0.598 -1.691
N 0.845 0.866 -1.555
C 1.525 2.026 -1.650
C 0.634 3.071 -1.529
C -0.621 2.474 -1.358
C -1.951 3.102 -1.212
N -0.457 1.149 -1.369
N 0.450 -1.310 -2.747
C 0.816 -1.947 -3.880
C -0.316 -2.432 -4.497
C -1.386 -2.059 -3.662
C -2.826 -2.322 -3.815
N -0.886 -1.383 -2.620
N 2.781 -0.572 -2.158
C 3.224 0.017 -3.332
C 4.575 -0.124 -3.384
C 4.916 -0.832 -2.188
C 6.204 -1.274 -1.695
N 3.779 -1.068 -1.487
H -0.965 -3.458 2.723
H -1.947 -3.211 1.268
H -1.790 -1.920 2.465
H 1.692 -2.974 2.406
H 3.062 -1.796 0.368
H 2.587 2.061 -1.787
H 0.846 4.118 -1.564
H -1.916 4.131 -1.556
H -2.271 3.111 -0.163
H -2.698 2.554 -1.791
H 1.837 -2.035 -4.190
H -0.375 -2.978 -5.417
H -3.018 -2.871 -4.732
H -3.392 -1.387 -3.835
H -3.203 -2.906 -2.971
H 2.542 0.486 -4.013
H 5.250 0.211 -4.144
H 7.020 -1.001 -2.356
H 6.198 -2.361 -1.528
H 6.374 -0.883 -0.683
C -1.205 1.141 2.552
Te -2.893 0.551 1.336
C -4.040 1.334 3.035
C -3.088 1.664 4.124
C -3.559 2.080 5.368
C -2.663 2.373 6.380
C -1.281 2.256 6.158
C -0.805 1.841 4.925
C -1.696 1.553 3.899
H -0.697 1.977 2.063
H -0.480 0.327 2.625
H -4.786 0.596 3.341
H -4.588 2.218 2.692
H -4.621 2.168 5.541
H -3.027 2.687 7.348
H -0.588 2.495 6.950
H 0.257 1.750 4.755
```

Computed properties:
calculated total energy	-48212.746	eV
energy relative to the best compared isomer or geometry (same formula, charge and spin)	38.3	kJ/mol
2S+1	6
charge	+3
⟨S²⟩	8.768
E_LUMO (alpha / beta)	-0.3482 / -0.4449	Eh

Atom charges from the natural (NBO) analysis, given in e for atoms 1 to 8: 1.13 -0.66 0.21 -0.31 0.05 -0.35 -0.38 0.91